No. 1
DFT (ωB97M-V with the def2-TZVPD basis set) results for a cluster of 6 separate species, C31H42N5O6PS in total at a distorted geometry.

Cartesian coordinates (Å):
C: 3.113 -0.903 3.933
C: 2.342 -1.129 2.470
O: 1.704 0.092 1.950
P: 0.046 0.239 2.565
O: -0.070 -0.421 3.996
C: -1.162 -0.636 1.310
C: -2.665 -0.042 1.673
C: -3.861 -1.201 1.553
C: -4.071 -1.825 3.089
C: -4.657 -1.181 4.305
S: -5.331 0.591 4.463
C: -4.571 -2.295 5.529
O: -4.440 -2.111 6.858
O: -4.652 -3.567 4.772
C: -3.700 -3.359 3.634
O: -2.773 -4.194 3.140
O: -0.333 1.938 2.498
C: -1.034 2.406 3.706
C: -2.103 3.580 3.176
H: 2.991 -1.909 4.517
H: 4.216 -0.533 3.806
H: 2.481 -0.086 4.514
H: 3.220 -1.421 1.715
H: 1.606 -2.047 2.513
H: -1.128 -1.800 1.451
H: -0.920 -0.332 0.181
H: -2.633 0.257 2.807
H: -2.905 0.929 1.059
H: -3.534 -2.015 0.778
H: -4.852 -0.639 1.294
H: -4.319 1.513 4.112
H: -1.696 1.605 4.240
H: -0.294 2.965 4.436
H: -2.738 3.041 2.322
H: -1.564 4.533 2.763
H: -2.846 3.772 4.059
C: -6.057 4.049 -1.433
C: -4.825 4.695 -1.176
C: -4.590 4.610 0.178
N: -5.640 3.938 0.748
C: -6.537 3.588 -0.227
H: -6.542 3.931 -2.393
H: -4.177 5.171 -1.902
H: -3.768 4.969 0.783
H: -5.738 3.733 1.734
H: -7.439 3.043 0.020
C: 2.335 1.367 -3.110
C: 3.568 2.014 -2.853
C: 3.803 1.928 -1.499
N: 2.752 1.257 -0.929
C: 1.855 0.906 -1.904
H: 1.851 1.250 -4.070
H: 4.215 2.490 -3.579
H: 4.624 2.288 -0.894
H: 2.655 1.052 0.057
H: 0.954 0.362 -1.657
C: -0.155 -8.605 5.083
C: -1.161 -7.631 5.290
C: -1.154 -6.795 4.196
N: -0.176 -7.228 3.339
C: 0.435 -8.334 3.869
H: 0.110 -9.417 5.748
H: -1.820 -7.549 6.145
H: -1.759 -5.931 3.956
H: 0.058 -6.798 2.453
H: 1.236 -8.832 3.339
C: 2.149 3.054 -7.751
C: 0.865 2.823 -8.298
C: 0.293 1.794 -7.584
N: 1.189 1.393 -6.628
C: 2.322 2.159 -6.718
H: 2.870 3.794 -8.073
H: 0.406 3.351 -9.125
H: -0.672 1.314 -7.675
H: 1.037 0.649 -5.959
H: 3.152 2.001 -6.043
C: 7.935 0.289 -6.467
C: 7.951 -0.152 -5.122
C: 6.752 0.217 -4.555
N: 6.015 0.869 -5.509
C: 6.726 0.913 -6.680
H: 8.719 0.163 -7.202
H: 8.751 -0.682 -4.622
H: 6.362 0.074 -3.556
H: 5.090 1.257 -5.371
H: 6.312 1.384 -7.561

Cartesian forces, eV/Å:
-1.7 0.4 -0.3
2.2 -1.4 0.5
-3.0 -0.3 1.3
0.9 -1.2 2.6
0.1 2.4 -4.8
-0.6 1.0 -0.8
0.2 -0.3 0.8
0.7 0.6 1.6
-1.4 0.4 3.2
2.5 -1.7 -2.8
1.1 -1.4 -0.1
0.3 1.9 4.4
-1.2 -1.8 -9.8
3.4 1.6 0.3
3.1 -1.7 -2.9
-6.9 5.6 3.7
0.4 -3.4 1.0
-1.5 2.6 0.4
-0.1 -1.8 -0.2
0.6 2.0 -1.0
-2.2 -0.9 0.2
1.4 -1.8 -1.1
-2.2 0.8 1.3
1.3 2.0 0.0
0.2 2.3 -0.1
-0.3 -0.8 2.5
-0.2 -0.4 -2.2
0.5 -2.1 1.0
-1.0 1.5 1.7
1.8 -1.4 0.4
-0.5 -1.6 0.2
1.8 1.2 -1.0
-1.3 -1.7 -1.4
1.4 1.4 1.6
-1.2 -1.9 0.9
1.5 0.1 -1.6
-0.3 -0.2 0.2
0.3 0.1 0.3
0.1 0.1 -0.1
0.0 -0.1 0.0
-0.1 0.0 -0.1
0.1 0.0 0.2
-0.1 -0.1 0.1
-0.1 0.0 -0.1
0.0 0.1 -0.4
0.1 0.1 -0.1
-0.3 -0.3 0.1
0.3 0.0 0.2
0.0 0.0 0.0
0.1 0.0 -0.2
0.0 0.0 0.0
0.1 0.1 0.3
-0.1 0.0 0.2
-0.1 0.0 -0.1
-0.1 0.0 -0.2
0.2 0.1 -0.1
0.3 -0.2 -0.3
-0.2 0.3 -0.2
-0.1 0.1 0.1
0.0 0.0 0.0
0.1 -0.1 0.1
0.0 0.1 -0.1
0.1 0.0 -0.2
0.1 -0.2 0.1
-0.1 -0.2 0.4
-0.1 0.1 0.1
0.3 -0.1 0.3
-0.3 -0.2 0.0
0.0 0.0 -0.1
0.0 0.0 0.0
0.1 0.0 -0.1
-0.1 -0.1 0.1
0.1 -0.1 0.2
0.2 0.1 0.0
0.0 0.3 -0.3
-0.2 0.1 -0.1
-0.2 0.2 -0.3
-0.2 0.0 0.3
0.1 0.0 0.1
0.0 0.0 0.0
0.1 0.0 -0.1
-0.2 0.0 0.1
-0.2 0.1 -0.1
0.1 0.0 -0.2
0.4 -0.2 0.0
0.1 -0.1 0.1

LUMO energy	-1.889	eV
SMILES	CCOP(=O)(CCCC1=C(S)C(=O)OC1=O)OCC.c1cc[nH]c1.c1cc[nH]c1.c1cc[nH]c1.c1cc[nH]c1.c1cc[nH]c1
HOMO level	-7.966	eV

=====

No. 2
DFT (ωB97M-V with the def2-TZVPD basis set) results for a structure of composition C31H43BaIN7P at a distorted geometry.

Cartesian coordinates (Å):
Ba: -0.252 -0.187 -2.218
C: 4.433 0.813 -3.074
C: 4.527 2.180 -2.888
C: 3.378 2.944 -2.828
C: 2.141 2.310 -2.966
N: 2.072 0.991 -3.134
C: 3.167 0.251 -3.176
C: 0.849 3.087 -2.934
C: 0.866 4.481 -2.854
C: -0.337 5.162 -2.808
C: -1.525 4.458 -2.836
C: -1.481 3.064 -2.927
N: -0.310 2.431 -2.999
C: -2.755 2.261 -2.955
C: -4.009 2.874 -2.927
C: -5.137 2.077 -2.949
C: -5.005 0.701 -2.996
C: -3.724 0.167 -3.022
N: -2.649 0.937 -3.014
H: 5.311 0.185 -3.122
H: 5.493 2.655 -2.786
H: 3.453 4.008 -2.670
H: 3.018 -0.818 -3.288
H: 1.792 5.031 -2.827
H: -0.347 6.242 -2.745
H: -2.461 4.989 -2.783
H: -4.117 3.946 -2.885
H: -6.118 2.533 -2.927
H: -5.867 0.050 -3.012
H: -3.543 -0.902 -3.065
I: 1.232 -3.551 -2.453
C: -0.482 -2.741 -3.619
H: -1.209 -3.559 -3.541
H: -0.096 -2.872 -4.639
N: -0.650 0.431 0.153
P: -0.005 -0.583 1.103
N: -0.687 -2.144 1.043
C: -1.988 -2.299 0.400
C: -2.157 -3.714 -0.119
C: -2.221 -4.701 1.055
C: -1.495 -4.134 2.279
C: -0.285 -3.317 1.827
N: 1.655 -0.787 0.643
C: 2.475 0.400 0.454
C: 3.442 0.684 1.604
C: 4.294 -0.540 1.917
C: 3.395 -1.753 2.133
C: 2.504 -1.937 0.909
N: -0.006 -0.279 2.798
C: -1.200 -0.741 3.524
C: -1.366 0.001 4.842
C: -1.668 1.483 4.592
C: -0.935 1.956 3.332
C: 0.319 1.124 3.095
H: -2.092 -1.553 -0.386
H: -2.800 -2.067 1.108
H: -1.312 -3.939 -0.773
H: -3.058 -3.790 -0.732
H: -1.772 -5.652 0.760
H: -3.261 -4.914 1.315
H: -1.169 -4.939 2.941
H: -2.172 -3.504 2.861
H: 0.335 -3.994 1.220
H: 0.325 -2.991 2.671
H: 1.806 1.245 0.266
H: 3.083 0.241 -0.452
H: 2.886 0.966 2.500
H: 4.073 1.539 1.340
H: 4.931 -0.354 2.785
H: 4.964 -0.745 1.074
H: 2.770 -1.606 3.019
H: 3.996 -2.652 2.296
H: 1.902 -2.833 0.967
H: 3.147 -2.078 0.026
H: -1.101 -1.808 3.722
H: -2.108 -0.604 2.917
H: -0.444 -0.112 5.418
H: -2.159 -0.464 5.430
H: -1.366 2.074 5.461
H: -2.744 1.628 4.475
H: -0.675 3.015 3.407
H: -1.554 1.838 2.440
H: 0.990 1.169 3.963
H: 0.856 1.536 2.241

Cartesian forces, eV/Å:
0.3 -1.3 0.3
-0.1 -0.2 0.0
0.2 -0.1 0.0
-0.3 -0.1 0.0
0.1 0.3 0.0
-0.6 0.2 0.0
0.4 0.2 -0.1
0.0 0.5 -0.1
0.0 -0.2 0.0
0.0 -0.1 0.0
0.0 -0.2 0.0
0.0 0.5 -0.1
0.0 -0.3 0.0
-0.2 0.3 -0.1
0.3 -0.1 0.0
-0.1 -0.1 0.0
0.1 -0.2 0.0
-0.4 0.2 -0.1
0.6 0.1 0.0
0.0 0.0 0.0
0.0 0.0 0.0
0.0 0.0 0.0
0.1 0.0 0.0
0.0 0.0 0.0
0.0 0.0 0.0
0.0 0.0 0.0
0.0 0.0 0.0
0.0 0.0 0.0
0.0 0.0 0.0
-0.1 0.0 0.0
0.0 0.2 0.0
-0.2 0.0 -0.2
0.0 0.0 0.2
0.1 0.1 0.0
-0.2 -0.1 0.6
-0.1 0.0 -0.6
0.4 0.1 0.1
-0.2 0.3 0.0
0.0 0.0 -0.1
-0.1 -0.1 0.0
0.0 0.1 0.0
0.1 0.0 0.0
-0.3 -0.2 0.3
-0.1 0.2 -0.2
0.0 0.0 0.0
0.0 0.0 0.1
0.0 -0.1 0.0
0.0 -0.1 -0.1
0.1 -0.1 -0.1
-0.1 -0.2 0.0
0.0 0.0 0.0
0.0 0.0 0.1
0.0 0.1 -0.1
0.2 0.1 0.0
0.1 0.0 0.0
0.0 0.0 0.0
0.0 0.0 0.0
0.0 0.0 0.0
0.0 0.0 0.0
0.0 0.0 0.0
0.0 0.0 0.0
0.0 0.0 0.0
0.0 0.1 0.0
0.0 0.0 0.0
0.1 0.0 0.0
0.0 0.1 0.0
0.0 0.0 0.0
0.0 0.0 0.0
0.0 0.0 0.0
0.0 0.0 0.0
0.0 0.0 0.0
0.0 0.0 0.0
-0.1 -0.1 0.1
0.0 0.0 0.0
0.0 0.0 0.0
-0.1 0.0 0.0
0.0 0.0 0.0
0.0 0.0 0.0
0.0 0.0 0.0
0.0 0.0 0.0
0.0 0.0 0.0
0.0 0.0 0.0
0.0 0.1 0.0
0.0 0.0 0.1

LUMO energy	-0.598	eV
HOMO level	-6.374	eV

=====

No. 3
DFT (ωB97M-V with the def2-TZVPD basis set) results for a structure of composition C31H43BrN7O2Si2Y.

Cartesian coordinates (Å):
Y: -0.310 -1.296 -0.767
C: -3.293 -0.225 -3.398
Si: -3.164 0.371 -1.618
C: -1.808 1.697 -1.772
C: -4.750 1.201 -1.097
C: -2.613 -1.096 -0.570
C: -2.803 -2.373 -1.351
C: -4.028 -2.930 -1.724
C: -4.058 -4.168 -2.331
C: -2.862 -4.852 -2.565
C: -1.686 -4.246 -2.207
N: -1.652 -3.025 -1.638
Si: -3.143 -1.591 1.196
C: -2.729 -3.418 1.393
C: -4.936 -1.251 1.587
C: -2.167 -0.819 2.624
H: -3.497 0.635 -4.040
H: -4.082 -0.957 -3.569
H: -2.357 -0.669 -3.759
H: -2.043 2.237 -2.694
H: -0.774 1.343 -1.912
H: -1.779 2.446 -0.982
H: -4.956 2.067 -1.729
H: -4.723 1.547 -0.061
H: -5.594 0.513 -1.187
H: -4.939 -2.388 -1.504
H: -5.003 -4.615 -2.611
H: -2.852 -5.834 -3.015
H: -0.734 -4.737 -2.368
H: -3.282 -4.085 0.732
H: -2.948 -3.713 2.422
H: -1.661 -3.630 1.240
H: -5.611 -1.887 1.011
H: -5.208 -0.214 1.384
H: -5.126 -1.447 2.645
H: -1.079 -0.929 2.591
H: -2.499 -1.374 3.506
H: -2.404 0.227 2.824
C: 0.710 -2.554 -3.835
O: 1.147 -2.155 -2.508
C: 2.539 -2.143 -2.327
C: 3.435 -2.791 -3.146
C: 4.795 -2.627 -2.888
Br: 6.035 -3.494 -4.003
C: 5.241 -1.841 -1.845
C: 4.327 -1.215 -0.997
C: 2.980 -1.386 -1.254
O: 1.974 -0.751 -0.528
C: 4.792 -0.320 0.072
N: 5.666 0.618 -0.107
C: 5.774 1.257 1.122
C: 6.582 2.329 1.497
C: 6.505 2.756 2.806
C: 5.647 2.140 3.731
C: 4.833 1.084 3.374
C: 4.912 0.665 2.051
N: 4.248 -0.334 1.345
H: 1.299 -2.020 -4.578
H: -0.335 -2.279 -3.919
H: 0.825 -3.629 -3.955
H: 3.124 -3.405 -3.979
H: 6.298 -1.695 -1.669
H: 2.306 -0.131 0.169
H: 7.248 2.793 0.782
H: 7.124 3.580 3.136
H: 5.630 2.501 4.751
H: 4.176 0.609 4.091
H: 3.829 -1.141 1.778
C: 1.008 5.122 2.087
C: -0.441 4.736 2.362
C: -1.291 4.792 1.097
C: -0.544 3.380 3.062
N: -0.135 2.261 2.197
C: -0.833 1.575 1.299
N: -0.026 0.704 0.730
N: 1.185 0.893 1.311
N: 1.127 1.813 2.185
H: 1.052 6.097 1.604
H: 1.496 4.406 1.421
H: 1.590 5.174 3.007
H: -0.861 5.440 3.086
H: -0.861 4.175 0.302
H: -1.326 5.811 0.714
H: -2.322 4.474 1.278
H: -1.565 3.168 3.381
H: 0.112 3.331 3.928
H: -1.880 1.715 1.100

Cartesian forces, eV/Å:
0.3 0.0 -0.3
0.0 0.0 0.0
-0.1 -0.1 -0.1
0.0 0.0 0.0
0.1 0.0 0.1
-0.2 -0.2 0.1
0.1 0.1 0.0
0.0 0.0 -0.1
0.0 0.0 0.0
0.0 0.0 0.0
0.0 -0.1 -0.1
0.1 0.0 0.3
0.0 0.2 0.1
0.0 0.0 0.0
0.0 -0.1 -0.1
-0.1 0.0 0.0
0.0 0.0 0.0
0.0 0.0 0.0
0.0 0.0 0.0
0.0 0.0 0.0
0.0 0.0 0.0
0.0 0.0 0.0
0.0 0.0 0.0
0.0 0.0 0.0
0.0 0.0 0.0
0.0 0.0 0.0
0.0 0.0 0.0
0.0 0.0 0.0
0.0 0.0 0.0
0.0 0.0 0.0
0.0 0.0 0.0
0.0 0.0 0.0
0.0 0.0 0.0
0.0 0.0 0.0
0.0 0.0 0.0
0.0 0.0 0.0
0.0 0.0 0.0
0.0 0.0 0.0
0.0 0.0 0.0
-0.1 0.1 -0.1
0.0 0.1 0.1
0.1 0.0 0.0
0.0 -0.1 -0.1
0.0 0.0 0.0
0.0 0.0 0.1
0.0 -0.1 -0.1
-0.1 0.1 -0.1
0.0 -0.1 0.1
0.0 0.1 0.0
0.0 0.0 -0.1
0.0 0.0 0.1
0.0 0.0 0.0
0.0 0.0 0.0
0.0 0.0 0.0
0.0 0.0 0.0
0.1 0.0 0.0
-0.1 0.0 0.0
0.0 0.0 0.0
-0.1 0.0 0.0
0.0 0.0 0.0
0.0 0.0 0.0
0.0 0.0 0.0
0.0 0.0 0.0
0.0 0.0 0.0
0.0 0.0 0.0
0.0 0.0 0.0
0.0 0.0 0.0
0.0 0.0 0.0
0.0 0.0 0.0
0.0 0.0 0.0
0.0 0.0 0.0
0.0 0.0 0.0
0.0 0.0 -0.1
0.1 0.1 0.1
-0.1 -0.1 0.0
0.0 0.0 0.0
0.0 0.0 0.0
0.0 0.0 0.0
0.0 0.0 0.0
0.0 0.0 0.0
0.0 0.0 0.0
0.0 0.0 0.0
0.0 0.0 0.0
0.0 0.0 0.0
0.0 0.0 0.0
0.0 0.0 0.0
0.0 0.0 0.0

LUMO energy	-6.477	eV
energy above the lowest of the compared OMol25 structures with the same formula, charge and spin	236.1	kJ/mol
total charge	+2
HOMO level	-12.773	eV

=====

No. 4
DFT (ωB97M-V with the def2-TZVPD basis set) results for a structure of composition C31H43Cl2N2PRu at a distorted geometry.

Cartesian coordinates (Å):
P: 2.796 1.701 -1.467
C: 2.918 1.844 -3.415
C: 3.931 2.840 -4.043
C: 3.875 2.856 -5.582
C: 3.738 1.496 -6.276
C: 2.899 0.453 -5.519
C: 3.091 0.450 -3.997
C: 4.399 0.859 -0.972
C: 5.547 1.224 -1.905
C: 6.867 0.687 -1.360
C: 6.813 -0.812 -1.069
C: 5.506 -1.325 -0.424
C: 4.222 -0.648 -0.922
C: 3.347 3.495 -1.083
C: 2.398 4.583 -1.598
C: 3.093 5.966 -1.575
C: 3.725 6.347 -0.231
C: 4.390 5.168 0.499
C: 3.647 3.808 0.379
H: 1.910 2.209 -3.687
H: 4.965 2.599 -3.764
H: 3.769 3.867 -3.675
H: 4.772 3.366 -5.969
H: 3.019 3.476 -5.875
H: 3.294 1.651 -7.270
H: 4.739 1.078 -6.446
H: 1.834 0.649 -5.708
H: 3.118 -0.548 -5.919
H: 2.343 -0.210 -3.543
H: 4.066 0.010 -3.759
H: 4.652 1.214 0.040
H: 7.094 1.252 -0.448
H: 5.647 2.310 -2.044
H: 5.374 0.780 -2.892
H: 7.661 0.904 -2.087
H: 7.663 -1.078 -0.424
H: 6.939 -1.344 -2.021
H: 5.430 -2.412 -0.577
H: 5.551 -1.156 0.662
H: 3.391 -0.908 -0.250
H: 3.945 -1.043 -1.908
H: 4.303 3.575 -1.627
H: 2.027 4.369 -2.612
H: 1.516 4.613 -0.940
H: 3.888 5.965 -2.334
H: 2.387 6.746 -1.885
H: 2.928 6.742 0.420
H: 4.452 7.167 -0.385
H: 4.520 5.423 1.558
H: 5.403 5.044 0.093
H: 4.233 3.006 0.854
H: 2.698 3.870 0.934
Ru: 0.956 0.087 -0.349
Cl: 2.169 0.140 1.670
Cl: 0.000 0.914 -2.312
C: 0.548 -1.754 -0.354
H: -0.330 -2.153 0.243
C: 1.274 -2.901 -0.964
C: 1.190 -4.235 -0.445
C: 1.869 -5.250 -1.109
C: 2.632 -4.956 -2.260
C: 2.698 -3.655 -2.780
C: 1.976 -2.650 -2.148
H: 0.587 -4.444 0.449
H: 1.806 -6.288 -0.735
H: 3.275 -3.414 -3.675
H: 1.879 -1.641 -2.557
H: 3.160 -5.761 -2.773
N: -5.464 -0.209 -0.178
C: -4.481 0.015 0.418
C: -3.215 0.270 1.083
C: -3.183 0.494 2.486
C: -1.949 0.417 3.118
C: -0.812 0.369 2.297
N: -0.849 0.314 0.947
C: -2.037 0.274 0.328
H: -4.103 0.701 3.080
H: -1.821 0.278 4.191
H: 0.203 0.347 2.700
H: -2.004 0.196 -0.761

Cartesian forces, eV/Å:
1.5 1.4 -0.3
-0.1 0.3 0.7
0.5 0.0 0.2
-0.6 0.3 0.0
0.3 -0.3 0.1
-0.4 0.1 0.0
-0.1 -0.3 -0.5
-0.3 0.5 -0.5
0.6 -0.1 0.1
-0.1 0.2 0.1
-0.1 -0.3 -0.2
0.0 0.1 0.4
0.2 -0.5 -0.1
-0.1 -0.3 -0.1
-0.1 0.2 0.1
0.1 -0.2 -0.4
-0.5 -0.1 0.3
0.3 -0.3 -0.1
-0.1 0.3 0.4
0.3 -0.3 0.1
-0.4 0.0 -0.1
0.0 -0.4 -0.2
-0.3 -0.1 0.1
0.0 0.0 0.0
0.2 -0.1 0.2
0.0 0.0 0.1
0.1 -0.1 0.0
-0.1 0.2 0.0
0.1 0.2 -0.3
-0.2 0.2 -0.1
-0.3 -0.1 -0.2
0.1 -0.1 0.0
0.0 -0.4 0.2
0.1 0.2 0.3
0.0 -0.1 0.2
-0.2 -0.1 -0.2
0.1 0.0 0.1
0.0 0.3 0.1
0.0 0.0 -0.1
0.4 0.0 -0.2
0.2 0.2 0.1
-0.3 0.1 0.1
0.1 0.1 0.3
0.1 -0.1 -0.2
-0.1 -0.1 0.0
0.1 -0.1 0.1
0.2 0.0 -0.1
-0.3 -0.4 0.2
0.0 0.0 -0.1
-0.1 -0.1 0.0
-0.1 0.4 -0.1
0.2 -0.1 -0.1
0.2 2.1 0.5
0.8 -0.2 -0.1
-0.8 -0.6 -0.6
-0.8 -4.4 0.1
1.0 1.0 -0.3
-1.1 1.3 0.7
0.2 0.5 -0.4
0.0 0.1 -0.1
0.2 -0.2 -0.1
-0.4 0.0 0.4
0.3 -0.3 -0.2
0.3 0.2 -0.4
0.1 0.7 -0.3
-0.2 -0.3 0.1
0.2 -0.5 0.1
-0.1 0.2 0.2
1.3 0.4 1.0
-0.3 -0.1 -0.9
-0.7 0.0 -2.1
-1.2 0.1 2.1
1.3 -0.3 -1.4
0.1 -0.2 2.9
-0.2 1.0 -1.9
-0.8 -0.4 0.9
0.7 -0.4 -0.8
-0.1 0.5 -0.2
-0.8 -0.1 0.2
-0.3 -0.1 0.4

LUMO energy (alpha / beta)	2.281 / 1.690	eV
spin multiplicity	6
<S²>	8.80
total charge	-1
HOMO level (alpha / beta)	-1.653 / -5.723	eV